DFT (ωB97M-V/def2-TZVPD) results for an isolated molecule of C19H22ClN3O7S.

Last column: Mulliken charge in e.
Element x y z (Å)
C: -2.18650 -2.85985 2.40891  -0.867
H: -3.14682 -2.50338 2.01670  0.348
O: -1.16023 -2.69450 1.46563  -0.120
C: -1.37830 -3.45369 0.29273  -0.622
C: -0.24087 -3.18519 -0.69094  -0.955
N: -0.22363 -1.79611 -1.07851  0.299
C: -0.73361 -1.36087 -2.24565  0.884
O: -1.10158 -2.08807 -3.14187  -0.708
C: -0.76858 0.16662 -2.39470  -0.943
N: -0.68630 0.85764 -1.13228  0.090
C: -1.71941 0.74190 -0.18978  0.195
C: -3.05704 0.69136 -0.54516  -1.258
C: -4.02715 0.58941 0.44088  0.054
C: -3.68061 0.56227 1.77789  -0.910
C: -2.34233 0.60531 2.13703  -0.616
C: -1.35587 0.67055 1.16706  0.862
O: -0.01220 0.63241 1.40513  0.333
C: 0.42254 0.54683 2.74372  -1.152
H: 0.07257 -0.37966 3.20795  0.329
H: 1.51047 0.54065 2.69852  0.218
H: 0.08984 1.40921 3.32722  0.386
H: -2.08538 0.56975 3.18266  0.503
H: -4.44384 0.49981 2.53673  0.464
Cl: -5.68882 0.50602 -0.01834  -0.238
H: -3.35047 0.73103 -1.58093  0.456
S: 0.37718 2.14141 -0.97582  1.505
O: 0.75946 2.54149 -2.29786  -0.802
O: -0.18445 3.11561 -0.09351  -0.724
C: 1.87968 1.49339 -0.22030  0.240
C: 2.37685 0.25194 -0.53764  -0.388
C: 3.56806 -0.17960 0.04304  -0.047
C: 4.29746 0.63657 0.91724  1.110
C: 3.76443 1.89363 1.20176  -1.084
C: 2.57137 2.32004 0.64854  -0.500
H: 2.15213 3.28524 0.88320  0.526
H: 4.30053 2.54399 1.87648  0.352
C: 5.57895 0.21570 1.55235  -1.462
H: 5.86152 0.91395 2.33554  0.422
H: 5.50766 -0.78552 1.97281  0.362
H: 6.37149 0.18362 0.80594  0.301
N: 3.98887 -1.52233 -0.28466  0.959
O: 3.11781 -2.30067 -0.61134  -0.592
O: 5.16460 -1.79812 -0.20950  -0.621
H: 1.86487 -0.40302 -1.22469  0.476
H: -1.66663 0.42841 -2.96486  0.414
H: 0.08679 0.49211 -2.99144  0.447
H: -0.06531 -1.14043 -0.32854  -0.105
H: 0.72019 -3.43067 -0.23421  0.259
H: -0.38773 -3.77986 -1.59408  0.528
H: -1.41633 -4.52531 0.53810  0.502
H: -2.33802 -3.16677 -0.16322  0.328
H: -2.29144 -3.91237 2.69913  0.356
H: -1.91379 -2.27156 3.28254  0.207

SMILES string = COCCNC(=O)CN(c1cc(Cl)ccc1OC)S(=O)(=O)c1ccc(C)c([N+](=O)[O-])c1
E = -2286.4406 hartree
ΔE to the lowest compared entry with this formula, charge and spin = 0.064 eV
max |F| = 1.39 eV Å⁻¹